Entry 1:
This record from the OMol25 dataset describes a 2-piece molecular cluster, C4H9N2O overall in a non-equilibrium geometry. The level of theory is wB97M-V/def2-TZVPD.

The geometry in XYZ format:
```
16
Properties=species:S:1:pos:R:3
C -1.81205 -0.95387 -0.60834
C -1.14921 1.05965 1.06181
C 1.53766 -0.05004 0.41790
C -1.35513 0.23025 0.04914
N -0.98461 0.02394 -1.32517
N 1.83058 0.08121 1.62049
O 1.74902 0.71144 -0.83589
H -1.56307 -1.98253 -0.38338
H -2.82383 -0.90100 -0.87952
H -0.93719 2.15062 1.06479
H -1.40446 0.63267 2.05641
H 1.10598 -0.99914 0.10674
H -1.39877 0.49771 -2.15786
H 0.11317 -0.07384 -1.42353
H 2.26359 1.04624 1.85468
H 2.71567 1.10914 -0.74907
```

Summary:
E_HOMO = -14.7 eV
Gap between HOMO and LUMO = 11.16 eV
Net charge = +1



Entry 2:
This record from the OMol25 dataset describes C17H15N6O4S3Ti as an isolated structure in a non-equilibrium geometry. The level of theory is wB97M-V/def2-TZVPD.

The geometry in XYZ format:
```
46
Properties=species:S:1:pos:R:3
Ti 0.34363 0.15597 0.04301
N 1.46728 -4.02447 0.43970
C 1.19126 -2.72992 0.56107
S 1.54767 -1.71056 -0.82929
N 0.72149 -2.33721 1.73548
N 0.38016 -1.02742 1.73279
C 0.00586 -0.46186 2.82234
C -0.43285 0.94240 2.72626
C -0.97241 1.64179 3.78365
C -1.39504 2.94798 3.57016
C -1.25747 3.51457 2.31486
C -0.69580 2.76053 1.30082
N -0.28407 1.50430 1.50795
H 1.83068 -4.40144 -0.41776
H 1.26831 -4.64372 1.20899
H -0.00317 -1.01552 3.75500
H -1.06882 1.16798 4.75085
H -1.83478 3.51351 4.38084
H -1.58642 4.52276 2.10934
H -0.56473 3.15183 0.30062
O -0.65163 2.34169 -6.38062
C 0.25247 2.84382 -5.69620
O 1.11352 3.70950 -5.92199
C 0.28737 2.31325 -4.25012
C 1.18847 2.82812 -3.32051
C 1.22359 2.33857 -2.04134
N 0.37958 1.36518 -1.61981
C -0.52221 0.86889 -2.53763
C -0.58264 1.29647 -3.82878
C -1.45181 -0.16769 -1.99830
O -2.21876 -0.82154 -2.60421
O -1.25300 -0.30023 -0.59825
H 1.85506 3.61064 -3.66109
H 1.92775 2.69695 -1.30368
H -1.29512 0.89434 -4.53857
S 2.83315 0.95969 0.55141
C 3.35704 1.81994 1.90578
N 4.58582 2.29514 1.97882
C 4.94586 3.09962 3.14748
C 3.95035 2.70928 4.23753
S 2.46671 2.13253 3.35576
H 5.20201 2.20144 1.18311
H 4.87302 4.15870 2.89634
H 5.96817 2.87870 3.44570
H 3.68534 3.55643 4.86365
H 4.31726 1.89676 4.86010
```

Summary:
E_HOMO = -10.1 eV
Gap between HOMO and LUMO = 4.70 eV
Net charge = +1



Entry 3:
This record from the OMol25 dataset describes C4H6CaClN2O4 as an isolated structure in a non-equilibrium geometry. The level of theory is wB97M-V/def2-TZVPD.

The geometry in XYZ format:
```
18
Properties=species:S:1:pos:R:3
Ca -0.52681 3.20827 -2.16445
Cl 1.08870 0.80310 0.09717
O 0.11089 -0.17261 0.47661
O 2.37529 0.24026 0.19183
O 0.85039 1.22525 -1.28715
O 0.97986 2.02513 0.87586
C -2.07107 1.27340 2.04530
C -2.04425 1.55705 0.61245
N -2.03784 1.81536 -0.50583
H -2.27875 0.19828 2.05452
H -2.93985 1.77574 2.46808
H -1.14913 1.48534 2.57594
C 1.31808 -2.30339 -1.66377
C 1.21153 -3.09445 -0.43304
N 1.16501 -3.72345 0.52242
H 0.43766 -1.66609 -1.74356
H 1.32727 -3.00084 -2.49900
H 2.18299 -1.64637 -1.62337
```

Summary:
E_HOMO = -13.2 eV
Gap between HOMO and LUMO = 6.48 eV
Net charge = +1



Entry 4:
This record from the OMol25 dataset describes a 2-piece molecular cluster, C6H14N2O2 overall in a non-equilibrium geometry. The level of theory is wB97M-V/def2-TZVPD.

The geometry in XYZ format:
```
24
Properties=species:S:1:pos:R:3
C 1.85134 0.37083 -1.00054
C 1.22315 -0.56637 -0.25647
C -0.33219 -0.30049 0.29391
O -0.78403 -1.53485 0.77938
O -1.12096 0.15648 -0.73510
C -0.31617 0.73491 1.44652
C -0.13241 2.16491 0.95123
N -1.55959 0.53393 2.20025
H 1.36458 0.86000 -1.82887
H 2.87501 0.63006 -0.79209
H 1.75373 -1.06075 0.54700
H -1.39022 -1.32957 1.51539
H -0.89714 -0.34356 -1.56231
H 0.51183 0.46081 2.10789
H 0.82897 2.29206 0.45951
H -0.14970 2.85543 1.79483
H -0.94066 2.43855 0.27343
H -2.34468 0.87305 1.65287
H -1.53566 1.03701 3.07749
C 0.15438 -1.88335 -2.56979
N 0.80578 -2.10619 -1.47481
H -0.87220 -2.21204 -2.72877
H 0.71002 -1.46328 -3.39835
H 0.29680 -2.60760 -0.75261
```

Summary:
SMILES = C=CC(O)(O)[C@@H](C)N.C=N
E_HOMO (spin up / spin down) = -7.7 / -7.7 eV
Gap between HOMO and LUMO (spin up / spin down) = 8.01 / 8.01 eV



The following E values (in Ha) correspond, in order, to the records above: -342.17398 -3330.23003 -1703.77618 -496.89108.
The following relative energy (zero: lowest compared OMol25 entry of this formula, charge and spin) values (in kJ/mol) correspond, in order, to the records above: 481.2 23.0 0.0 437.0.